The following is a quantum chemistry calculation of an isolated molecule of C6H15N at a distorted geometry, from the Open Molecules 2025 dataset.

Geometry (Å):
C (-1.5464, 2.1881, -0.8235)
N (-1.0667, 0.8472, -0.5957)
C (0.2245, 0.5393, 0.1027)
C (0.5026, -0.9219, -0.3744)
C (1.9896, -1.1142, -0.6051)
C (-0.0042, -2.0782, 0.4564)
C (-0.0845, 0.5560, 1.6307)
H (-0.7239, 2.8868, -1.0047)
H (-2.1292, 2.5974, -0.0005)
H (-2.1751, 2.2174, -1.7200)
H (-1.7426, 0.1573, -0.3172)
H (1.0050, 1.2285, -0.1952)
H (0.0278, -1.0082, -1.3569)
H (2.6810, -1.0477, 0.2719)
H (2.2253, -2.2014, -0.6264)
H (2.4117, -0.6055, -1.4795)
H (-1.0819, -2.1607, 0.6606)
H (0.5354, -2.3201, 1.3797)
H (0.1828, -3.0144, -0.0906)
H (-1.1277, 0.2671, 1.7496)
H (0.6131, -0.1495, 2.1121)
H (0.0898, 1.5785, 1.9634)

## Properties
- Highest occupied orbital energy: -8.03 eV
- Largest force on an atom: 3.55 eV Å⁻¹
- LUMO level: 1.10 eV
- ΔE to the lowest compared entry with this formula, charge and spin: 1.4975 eV
- Gap between HOMO and LUMO: 9.137 eV

Which charges does Löwdin predict for the atoms? In e, they are: number 1, C, carries -0.141; number 2, N, carries -0.128; number 3, C, carries -0.326; number 4, C, carries -0.409; number 5, C, carries -0.100; number 6, C, carries -0.109; number 7, C, carries -0.052; number 8, H, carries 0.079; number 9, H, carries 0.062; number 10, H, carries 0.070; number 11, H, carries 0.096; number 12, H, carries 0.131; number 13, H, carries 0.128; number 14, H, carries 0.089; number 15, H, carries 0.073; number 16, H, carries 0.081; number 17, H, carries 0.081; number 18, H, carries 0.079; number 19, H, carries 0.078; number 20, H, carries 0.076; number 21, H, carries 0.073; number 22, H, carries 0.070

=====

The following is a quantum chemistry calculation of a structure of composition C38H32BaCl3GeN3O2S6 at a distorted geometry, from the Open Molecules 2025 dataset.

Geometry (Å):
Ba (-0.3255, -1.4729, -0.0438)
C (-2.1302, -4.8129, -3.0462)
C (-2.0535, -3.8303, -2.0487)
N (-0.9911, -3.6423, -1.2993)
C (0.1051, -4.4125, -1.5028)
C (0.1526, -5.3783, -2.5446)
C (-1.0253, -5.5771, -3.2955)
C (1.3578, -6.0498, -2.8295)
C (2.4934, -5.6847, -2.1546)
C (2.4549, -4.7597, -1.1060)
C (1.2579, -4.1979, -0.6633)
N (1.0867, -3.3950, 0.4278)
C (1.9037, -3.4274, 1.5058)
C (2.8217, -4.4342, 1.8396)
C (3.6438, -4.3496, 2.9628)
C (3.5709, -3.2933, 3.8370)
C (2.5712, -2.3245, 3.6403)
C (2.3155, -1.3020, 4.5792)
C (1.2559, -0.4557, 4.3993)
C (0.4610, -0.6154, 3.2553)
N (0.6926, -1.5249, 2.3359)
C (1.7203, -2.3886, 2.4978)
H (-3.0413, -4.9292, -3.6172)
H (-2.8990, -3.1709, -1.8656)
H (-1.0208, -6.3216, -4.0833)
H (1.3772, -6.8096, -3.6014)
H (3.4438, -6.1309, -2.4230)
H (3.3769, -4.4584, -0.6321)
H (2.8785, -5.3135, 1.2181)
H (4.3584, -5.1451, 3.1410)
H (4.2239, -3.2283, 4.6987)
H (2.9443, -1.2308, 5.4592)
H (1.0227, 0.3182, 5.1193)
H (-0.4096, 0.0208, 3.1006)
S (4.5422, -0.2581, -7.0700)
C (3.6609, -0.5544, -5.7174)
S (1.9329, -0.6820, -5.7170)
C (1.6796, -0.9683, -3.9968)
C (2.8527, -1.0522, -3.2338)
S (2.9694, -1.3481, -1.5995)
S (4.3480, -0.8127, -4.1507)
S (0.0986, -1.1054, -3.4542)
Cl (-3.8750, -3.2859, 2.1656)
Ge (-3.0711, -1.6000, 0.9186)
Cl (-3.5879, 0.1152, 2.3367)
Cl (-4.9245, -1.3832, -0.4239)
O (0.8780, 0.3398, 0.0798)
S (0.1255, 1.4758, 0.6748)
C (0.0461, 2.6594, -0.7146)
C (-0.8998, 3.8186, -0.5450)
C (-2.0270, 3.7490, 0.2707)
C (-2.8920, 4.8291, 0.3641)
C (-2.6546, 5.9863, -0.3620)
C (-1.5448, 6.0561, -1.1910)
C (-0.6757, 4.9813, -1.2779)
C (1.4161, 2.2975, 1.7140)
C (0.9328, 3.5358, 2.3947)
C (1.2733, 4.8004, 1.9273)
C (0.7707, 5.9384, 2.5371)
C (-0.0757, 5.8259, 3.6302)
C (-0.4092, 4.5694, 4.1145)
C (0.0913, 3.4339, 3.5003)
H (-0.2884, 2.0134, -1.5289)
H (1.0692, 2.9672, -0.9349)
H (-2.2395, 2.8465, 0.8323)
H (-3.7635, 4.7560, 1.0030)
H (-3.3333, 6.8264, -0.2852)
H (-1.3528, 6.9481, -1.7746)
H (0.1932, 5.0380, -1.9250)
H (2.2672, 2.4530, 1.0519)
H (1.6628, 1.5216, 2.4382)
H (1.9351, 4.8908, 1.0733)
H (1.0348, 6.9142, 2.1498)
H (-0.4718, 6.7153, 4.1034)
H (-1.0647, 4.4758, 4.9712)
H (-0.1827, 2.4531, 3.8749)
C (-4.2038, 1.8911, -1.0839)
C (-3.1089, 0.9984, -1.5893)
C (-3.2424, 0.5102, -3.0002)
O (-2.1539, 0.6999, -0.8895)
H (-5.1693, 1.4544, -1.3370)
H (-4.1256, 2.8686, -1.5687)
H (-4.1326, 2.0114, -0.0051)
H (-3.6719, 1.2796, -3.6425)
H (-3.9429, -0.3293, -2.9727)
H (-2.2897, 0.1632, -3.3956)

## Properties
- Highest occupied orbital energy (spin up / spin down): -4.33 / -4.35 eV
- Largest force on an atom: 4.19 eV Å⁻¹
- LUMO level (spin up / spin down): 1.95 / 1.13 eV
- ΔE to the lowest compared entry with this formula, charge and spin: 2.9154 eV
- Total charge: -1
- Spin multiplicity: 2
- Gap between HOMO and LUMO (spin up / spin down): 6.275 / 5.481 eV

Which charges does Löwdin predict for the atoms? In e, they are: number 1, Ba, carries 1.647; number 2, C, carries -0.050; number 3, C, carries -0.157; number 4, N, carries -0.086; number 5, C, carries -0.178; number 6, C, carries -0.159; number 7, C, carries -0.014; number 8, C, carries -0.064; number 9, C, carries -0.082; number 10, C, carries -0.065; number 11, C, carries -0.280; number 12, N, carries -0.167; number 13, C, carries -0.237; number 14, C, carries -0.032; number 15, C, carries -0.092; number 16, C, carries -0.079; number 17, C, carries -0.162; number 18, C, carries -0.012; number 19, C, carries -0.063; number 20, C, carries -0.184; number 21, N, carries -0.047; number 22, C, carries -0.148; number 23, H, carries 0.102; number 24, H, carries 0.079; number 25, H, carries 0.113; number 26, H, carries 0.101; number 27, H, carries 0.102; number 28, H, carries 0.099; number 29, H, carries 0.097; number 30, H, carries 0.100; number 31, H, carries 0.098; number 32, H, carries 0.114; number 33, H, carries 0.101; number 34, H, carries 0.083; number 35, S, carries 0.486; number 36, C, carries -1.541; number 37, S, carries 0.864; number 38, C, carries -1.185; number 39, C, carries -1.181; number 40, S, carries 0.634; number 41, S, carries 0.862; number 42, S, carries 0.553; number 43, Cl, carries -0.085; number 44, Ge, carries -0.204; number 45, Cl, carries -0.075; number 46, Cl, carries -0.009; number 47, O, carries -0.917; number 48, S, carries 0.914; number 49, C, carries -0.235; number 50, C, carries -0.256; number 51, C, carries -0.070; number 52, C, carries -0.077; number 53, C, carries -0.091; number 54, C, carries -0.087; number 55, C, carries -0.047; number 56, C, carries -0.228; number 57, C, carries -0.274; number 58, C, carries -0.047; number 59, C, carries -0.078; number 60, C, carries -0.088; number 61, C, carries -0.074; number 62, C, carries -0.036; number 63, H, carries 0.094; number 64, H, carries 0.109; number 65, H, carries 0.089; number 66, H, carries 0.111; number 67, H, carries 0.099; number 68, H, carries 0.100; number 69, H, carries 0.116; number 70, H, carries 0.108; number 71, H, carries 0.079; number 72, H, carries 0.117; number 73, H, carries 0.103; number 74, H, carries 0.100; number 75, H, carries 0.105; number 76, H, carries 0.109; number 77, C, carries -0.046; number 78, C, carries -0.521; number 79, C, carries -0.017; number 80, O, carries -0.161; number 81, H, carries 0.075; number 82, H, carries 0.093; number 83, H, carries 0.053; number 84, H, carries 0.088; number 85, H, carries 0.073; number 86, H, carries 0.019

=====

The following is a quantum chemistry calculation of an isolated molecule of C7H10, from the Open Molecules 2025 dataset.

Geometry (Å):
C (-1.7800, 0.5512, -0.0678)
C (-1.0615, -0.7678, -0.2051)
C (0.3412, -0.9116, -0.7148)
C (1.0773, 0.4434, -0.9803)
C (1.5544, 0.8318, 0.3961)
C (0.9633, 0.1020, 1.3469)
C (0.1375, -1.0281, 0.7783)
H (-1.9745, 1.0585, -1.0210)
H (-2.7434, 0.3989, 0.4322)
H (-1.1774, 1.2084, 0.5617)
H (-1.7352, -1.5609, -0.5676)
H (0.5334, -1.8491, -1.2372)
H (0.2871, 1.1304, -1.3191)
H (1.8714, 0.5519, -1.7336)
H (2.3425, 1.5634, 0.5674)
H (1.1723, 0.2290, 2.4070)
H (0.1915, -1.9514, 1.3570)

## Properties
- Highest occupied orbital energy: -8.65 eV
- Largest force on an atom: 0.99 eV Å⁻¹
- LUMO level: 1.18 eV
- ΔE to the lowest compared entry with this formula, charge and spin: 1.6705 eV
- Gap between HOMO and LUMO: 9.839 eV

Which charges does Löwdin predict for the atoms? In e, they are: number 1, C, carries -0.085; number 2, C, carries -0.247; number 3, C, carries -0.201; number 4, C, carries -0.130; number 5, C, carries -0.099; number 6, C, carries -0.080; number 7, C, carries -0.180; number 8, H, carries 0.077; number 9, H, carries 0.078; number 10, H, carries 0.071; number 11, H, carries 0.133; number 12, H, carries 0.133; number 13, H, carries 0.097; number 14, H, carries 0.107; number 15, H, carries 0.100; number 16, H, carries 0.099; number 17, H, carries 0.124

=====

The following is a quantum chemistry calculation of a cluster of 2 separate species, C19H33N10O2 in total at a distorted geometry, from the Open Molecules 2025 dataset.

Geometry (Å):
O (-6.7690, -2.3365, -3.9104)
O (-5.4904, 0.4523, 0.6212)
N (4.9580, 4.5296, 0.8950)
N (4.1992, 2.4883, -0.0097)
C (-6.4885, -2.0839, -2.7524)
C (-5.5954, 0.2165, -0.5721)
C (5.7464, 2.2272, 3.4796)
C (6.1884, 3.4068, 4.0228)
C (-0.0192, -1.8591, 0.4697)
C (4.4422, 3.7744, -0.0373)
C (5.3385, 3.8683, 1.9680)
C (4.6231, 1.8394, 1.0681)
C (5.2013, 2.5136, 2.1408)
N (-0.3174, -3.1081, 0.7014)
N (4.0245, 4.4242, -1.1173)
N (5.9311, 4.4012, 3.0874)
N (-6.3743, 0.9424, -1.3824)
N (4.4220, 0.4508, 1.0450)
N (-0.3437, -1.2504, -0.6584)
N (-5.3620, -1.4199, -2.4784)
N (0.6251, -1.2134, 1.4003)
C (-7.4135, -2.5191, -1.6325)
C (-7.1905, 2.0768, -0.9478)
C (4.1145, -0.2286, -0.2228)
C (5.0762, -0.4565, 1.9992)
C (-1.0546, -1.8233, -1.8211)
C (4.0986, -1.7003, 0.1604)
C (5.1178, -1.8047, 1.2872)
C (-2.5574, -2.0435, -1.5755)
C (-3.3323, -0.7487, -1.2523)
C (-4.8531, -0.9983, -1.1558)
H (5.7980, 1.2641, 3.9776)
H (6.6481, 3.5361, 5.0004)
H (-0.8011, -3.6313, -0.0055)
H (-0.0680, -3.5431, 1.5703)
H (3.9305, 5.4140, -0.9366)
H (3.2844, 3.9366, -1.5955)
H (6.1482, 5.3895, 3.1832)
H (-6.4322, 0.6610, -2.3481)
H (-0.0668, -0.2850, -0.7397)
H (-4.8173, -1.1944, -3.2982)
H (0.9179, -0.2598, 1.2565)
H (0.8558, -1.6645, 2.2663)
H (-6.8743, -3.1425, -0.9227)
H (-8.2324, -3.0974, -2.0608)
H (-7.8226, -1.6445, -1.1313)
H (-7.8083, 1.7864, -0.0951)
H (-7.8414, 2.4098, -1.7579)
H (-6.5485, 2.9047, -0.6418)
H (3.1516, 0.0825, -0.6408)
H (4.8992, -0.0349, -0.9637)
H (6.0992, -0.1442, 2.2352)
H (4.4955, -0.5194, 2.9253)
H (-0.9423, -1.1461, -2.6707)
H (-0.5966, -2.7743, -2.1011)
H (4.3558, -2.3429, -0.6876)
H (3.1095, -1.9841, 0.5264)
H (6.1159, -1.9608, 0.8646)
H (4.8971, -2.6333, 1.9669)
H (-2.6956, -2.7531, -0.7595)
H (-2.9672, -2.4923, -2.4805)
H (-3.1374, -0.0030, -2.0255)
H (-2.9799, -0.3540, -0.2976)
H (-5.0204, -1.7971, -0.4324)

## Properties
- Highest occupied orbital energy: -9.42 eV
- Largest force on an atom: 2.39 eV Å⁻¹
- LUMO level: -2.93 eV
- Total charge: +1
- Gap between HOMO and LUMO: 6.488 eV

Which charges does Löwdin predict for the atoms? In e, they are: number 1, O, carries 0.054; number 2, O, carries 0.061; number 3, N, carries 0.179; number 4, N, carries 0.175; number 5, C, carries -0.554; number 6, C, carries -0.487; number 7, C, carries -0.040; number 8, C, carries -0.091; number 9, C, carries -0.483; number 10, C, carries -0.534; number 11, C, carries -0.301; number 12, C, carries -0.223; number 13, C, carries -0.099; number 14, N, carries 0.241; number 15, N, carries 0.137; number 16, N, carries 0.098; number 17, N, carries 0.030; number 18, N, carries -0.052; number 19, N, carries 0.110; number 20, N, carries 0.084; number 21, N, carries 0.224; number 22, C, carries 0.020; number 23, C, carries -0.042; number 24, C, carries -0.173; number 25, C, carries -0.161; number 26, C, carries -0.140; number 27, C, carries -0.185; number 28, C, carries -0.166; number 29, C, carries -0.175; number 30, C, carries -0.131; number 31, C, carries -0.212; number 32, H, carries 0.085; number 33, H, carries 0.117; number 34, H, carries 0.121; number 35, H, carries 0.142; number 36, H, carries 0.104; number 37, H, carries 0.095; number 38, H, carries 0.161; number 39, H, carries 0.131; number 40, H, carries 0.161; number 41, H, carries 0.149; number 42, H, carries 0.141; number 43, H, carries 0.139; number 44, H, carries 0.082; number 45, H, carries 0.093; number 46, H, carries 0.083; number 47, H, carries 0.091; number 48, H, carries 0.089; number 49, H, carries 0.089; number 50, H, carries 0.097; number 51, H, carries 0.126; number 52, H, carries 0.119; number 53, H, carries 0.116; number 54, H, carries 0.135; number 55, H, carries 0.125; number 56, H, carries 0.115; number 57, H, carries 0.077; number 58, H, carries 0.119; number 59, H, carries 0.111; number 60, H, carries 0.107; number 61, H, carries 0.119; number 62, H, carries 0.128; number 63, H, carries 0.119; number 64, H, carries 0.148

=====

Question: Which value of largest force on an atom does entry 4 give?
Answer: 2.39 eV Å⁻¹

=====

Question: Number 3 is which compound?
Answer: C7H10